# 1
The following is a DFT calculation (wB97M-V/def2-TZVPD) of C58H55BrF8N6O13P3S2Ti as an isolated structure.

Structure (XYZ):
```
147
Properties=species:S:1:pos:R:3:mulliken_charge:R:1
Br 0.0787 -3.7796 -1.1928 -0.13
Ti -0.6160 0.0409 -0.5991 -2.41
S -2.5475 -0.8517 -2.3058 2.28
S 5.9270 1.6632 3.6446 1.40
P -2.0225 2.2767 0.8371 -0.18
P 0.8877 1.9976 1.1877 -0.08
P -1.4611 -2.3451 1.3527 3.07
F -3.9500 -4.2017 2.1252 -0.34
F -3.7658 -7.1793 -1.4795 -0.30
F -1.5106 -5.9659 -2.3779 -0.36
F 3.1096 1.2041 -6.0532 -0.35
F -4.9806 -6.2305 0.7942 -0.31
F 1.8587 0.1261 -3.9577 -0.34
F 5.7468 -2.3660 -2.8989 -0.33
F 7.0312 -1.2666 -4.9411 -0.31
O 1.1183 2.0789 2.7409 0.22
O -0.0931 1.8398 -1.1665 0.12
O -1.9099 -1.5755 -1.1652 -0.11
O -2.5996 2.6953 2.2534 -0.32
O -0.7187 3.7475 -2.1024 -0.70
O -3.9545 -0.5975 -2.1711 -0.97
O 2.2618 2.4374 0.6111 -0.85
O 5.5448 1.9658 5.0109 -0.68
O 5.7838 2.7685 2.7092 -0.70
O -2.9911 2.8996 -0.2377 0.23
O 7.1337 0.8747 3.4902 -0.71
O 0.4827 0.5711 0.9246 1.02
O -2.0055 0.8067 0.5802 0.89
N -1.5783 0.3849 -2.2689 0.98
N 3.9545 -3.4793 -0.6471 -0.65
N 8.2739 0.2172 -7.3040 -0.49
N 0.8320 -0.8179 -1.3872 0.76
N 4.8073 2.2428 -8.3506 -0.53
N 1.7889 -2.1560 1.6350 0.23
C 5.2409 1.5113 -7.5742 0.02
C 2.7510 -1.2805 2.1307 -0.39
C -0.5072 -4.5517 2.8782 -0.83
C 3.9967 -0.3413 3.9694 -1.07
C 3.0244 1.9452 -1.6681 -0.69
C 4.6495 0.4798 3.0810 -0.09
C -2.1818 -1.7188 -3.8162 -0.48
C 3.1491 -0.2248 -4.2142 -0.07
C -2.7908 -2.8509 -5.8206 -0.89
C -2.1072 -5.5117 -1.2748 0.18
C -1.7335 1.6792 -2.8538 -0.80
C -0.8531 -1.6968 -4.2110 0.27
C 5.1448 0.0284 -5.5965 0.22
C 3.0420 -1.2238 3.4936 -0.69
C 3.4262 -0.4282 1.2590 0.84
C 0.1236 -5.1145 3.9740 -0.90
C 2.9763 3.1725 3.8946 -1.54
C -3.1608 -2.2804 -4.6144 -0.58
C 2.2564 4.2577 -1.0390 -1.62
C 5.8351 0.6152 -6.6777 0.68
C -3.9651 2.7521 4.1905 -1.81
C -3.5607 5.0373 -1.1943 -1.44
C -1.5754 -4.4279 -0.5861 0.17
C -0.7936 2.5392 -2.0056 0.36
C 0.5918 3.6791 4.4693 -1.61
C -0.7339 -3.1831 2.8214 0.38
C -3.0573 -1.7429 2.0691 0.20
C 3.7924 0.3331 -5.2906 0.62
C -5.1713 3.7625 0.2807 -1.34
C -1.0811 -3.4255 -7.5580 -1.65
C -3.8791 -5.6435 0.3208 0.45
C 4.3984 0.4316 1.7305 -0.35
C -3.2650 -6.1326 -0.8254 0.43
C -5.2303 -0.7859 1.6408 -0.75
C -3.3328 -4.5501 0.9918 0.36
C -4.5642 -1.2779 3.8874 -0.68
C -3.7186 4.1285 0.0133 0.65
C -4.0147 -1.2578 1.1791 -0.83
C -1.4620 -2.8433 -6.2391 0.87
C -3.3471 -1.7522 3.4303 -0.21
C -3.1727 1.8405 3.2624 1.77
C -5.5036 -0.7829 2.9992 -0.88
C -0.4996 -2.2493 -5.4263 -0.76
C 3.7679 -1.1481 -3.3562 0.44
C -2.1858 -3.8898 0.5477 -0.99
C -0.4685 3.2290 0.9137 -1.48
C -2.0610 1.1112 3.9987 -0.29
C 0.3185 -2.9481 4.9823 -0.79
C 1.5679 3.3197 3.3567 1.06
C 5.0964 -1.4842 -3.6672 0.18
C 7.1807 0.3654 -6.9798 -0.05
C -0.2831 -2.3821 3.8724 -0.11
C 3.0674 -1.6627 -2.2106 1.00
C 1.8792 -1.1756 -1.8032 -0.22
C 3.5918 -2.6659 -1.3690 -0.39
C 2.9181 2.9783 -0.5602 0.48
C 0.5180 -4.3193 5.0363 -0.88
C 5.7580 -0.9129 -4.7296 0.10
H -3.5427 -3.3021 -6.4497 0.44
H 1.9144 -2.3599 0.6520 -0.48
H 4.9708 1.0635 1.0719 0.52
H 0.6104 2.9013 5.2258 0.29
H -1.6396 -4.3355 -7.7596 0.42
H -5.9616 -0.4283 0.9309 0.54
H -5.5770 3.2341 -0.5779 0.30
H -0.3835 -1.3092 3.7977 0.04
H 1.5551 4.1028 2.5908 0.41
H 3.0432 2.3414 4.5868 0.39
H 3.1910 -0.4792 0.2071 -0.78
H 1.7011 -3.0016 2.1824 0.48
H -4.7110 3.3119 3.6320 0.36
H 3.9154 3.2066 -0.1637 0.63
H 1.0046 -4.7616 5.8904 0.42
H 0.5312 -2.2159 -5.7441 0.48
H -3.2877 4.6034 0.9023 0.36
H 3.4525 2.4149 -2.5510 0.74
H -4.7793 -1.3074 4.9439 0.47
H -5.7573 4.6615 0.4550 0.44
H -3.8330 1.1229 2.7684 -0.80
H -1.4723 1.8133 4.5821 0.46
H -0.8044 -5.1995 2.0682 0.45
H -4.4557 2.1603 4.9583 0.42
H -1.3985 1.7152 -3.9022 0.49
H 2.0986 4.9363 -0.2039 0.32
H -0.0164 -3.6320 -7.5913 0.38
H 2.0355 1.5552 -1.9077 -0.33
H -0.1253 -1.2312 -3.5619 -0.64
H 1.3122 4.0466 -1.5317 0.32
H 0.6391 -2.3176 5.8005 0.47
H -2.6385 -2.1604 4.1363 0.50
H -0.5409 3.8870 1.7774 1.23
H -2.7618 2.0621 -2.7890 0.30
H -0.4247 3.7934 4.0978 0.23
H -0.3329 3.8333 0.0177 0.83
H -3.9452 6.0258 -0.9582 0.45
H 3.6705 1.1302 -1.3570 0.22
H 2.5288 -1.8908 4.1682 0.53
H -3.8240 -1.2650 0.1148 0.15
H -4.1157 4.6374 -2.0388 0.32
H -2.4941 0.3728 4.6674 0.53
H 3.7017 3.0115 3.1040 0.05
H 0.9039 4.6117 4.9298 0.51
H 2.9076 4.7458 -1.7600 0.64
H 3.2579 4.0787 4.4230 0.40
H -1.4055 0.6190 3.2791 -0.68
H -4.1876 -2.2635 -4.2811 0.59
H -5.2382 3.1129 1.1505 0.16
H -3.2930 3.4610 4.6680 0.38
H -6.4439 -0.3984 3.3605 0.40
H -1.3081 -2.7148 -8.3509 0.32
H -2.5131 5.1147 -1.4743 0.28
H 4.2459 -0.2980 5.0166 0.54
H 0.3026 -6.1794 3.9919 0.45
```

Computed properties:
⟨S²⟩ ... 0.8007
Frontier orbital gap (alpha / beta) ... 4.60 / 3.88 eV
E_tot ... -261035.1644 eV
E_LUMO (alpha / beta) ... -2.52 / -3.23 eV
Total charge ... 0
Multiplicity ... 2

=====

# 2
The following is a DFT calculation (wB97M-V/def2-TZVPD) of C58H55O2P4PtSi as an isolated structure.

Structure (XYZ):
```
121
Properties=species:S:1:pos:R:3:mulliken_charge:R:1
Pt 0.7335 -0.3428 -0.8249 2.52
P -1.9520 -0.3198 2.2684 0.34
P -0.5414 -0.2935 -2.6318 1.69
P 1.0469 0.7360 2.3348 1.16
P 2.0957 -0.4127 -4.2623 0.29
Si 0.6779 -2.6446 -0.5068 0.93
O -1.9195 -0.5061 0.7968 0.25
O 1.5822 0.1825 1.0365 -0.52
C 2.1586 -2.6885 1.9567 -0.31
C 0.1646 -3.9054 3.4390 -0.40
C -2.8810 1.1511 2.7590 0.59
C 3.2540 0.8199 5.7704 -0.78
C -4.3928 3.4028 3.3649 -0.64
C -2.7424 1.3108 -3.3067 -0.35
C -3.2728 3.3961 -2.2301 -0.89
C 1.3802 -3.6079 4.0370 -1.07
C -1.7007 1.1016 -2.4024 -0.20
C 2.6125 0.4678 -5.7899 0.95
C -0.7562 -3.7258 -1.0203 -0.99
C -0.3130 -0.1838 3.0929 -0.20
C 4.1963 1.7518 -7.0848 -0.71
C 3.6716 -0.1518 -2.0259 -0.38
C -2.2366 3.1963 -1.3303 -0.13
C 2.1787 0.8585 4.8971 -0.58
C 3.6771 0.4962 3.0431 -0.45
C 2.8114 1.9574 -2.7844 0.20
C 0.5435 2.4478 2.1303 1.13
C -3.4965 1.8726 1.7422 -0.48
C 1.8414 0.3075 -6.9417 -0.49
C -4.0091 -3.8379 4.3622 -0.59
C -1.2136 -2.4247 -4.3321 -0.87
C 4.7497 0.4603 3.9206 -0.79
C -0.1263 5.1183 1.7769 -0.87
C 3.4102 1.6056 -8.2172 -0.47
C 0.9767 3.1315 0.9985 -0.75
C 2.3867 0.6892 3.5299 0.63
C -0.5484 4.4433 2.9156 -0.57
C 0.6399 4.4651 0.8213 -0.51
C 4.2218 1.8552 -0.8341 -0.26
C -3.4960 -2.5672 2.3892 -0.77
C 2.2187 -3.2941 -1.3660 -1.41
C -1.6013 -1.6029 -3.2792 0.50
C 0.3890 0.3037 -4.1024 -2.01
C 0.9313 -2.9540 1.3404 0.97
C -3.7945 2.6730 4.3875 -0.74
C -3.0442 1.5504 4.0856 -0.51
C -1.4625 2.0482 -1.4128 0.56
C -3.2997 -3.6098 -4.1711 -0.74
C -4.1323 -3.6408 2.9944 -0.71
C -3.2483 -2.9630 5.1275 -0.86
C 4.3291 0.4783 -0.9805 -0.48
C -3.6925 -2.7882 -3.1218 -0.65
C 2.9118 0.5778 -2.9400 -0.63
C -2.0624 -3.4321 -4.7712 -0.64
C -2.7298 -1.6903 3.1516 0.91
C 4.5384 0.6179 5.2832 -0.65
C 2.2305 0.8782 -8.1433 -0.73
C -4.2462 3.0016 2.0471 -0.70
C 3.8029 1.1864 -5.8793 -0.50
C -0.2073 3.1132 3.0980 -0.47
C -2.6077 -1.8927 4.5239 -0.15
C -3.5285 2.4495 -3.2133 -0.88
C 2.3836 -2.9999 3.2890 -0.26
C 3.4691 2.5937 -1.7374 -1.05
C -0.0545 -3.5828 2.1041 -0.77
C -2.8438 -1.7928 -2.6699 -0.90
H 5.1235 2.3080 -7.1359 0.40
H -3.5734 -2.4042 1.3208 0.40
H 1.5877 2.6230 0.2611 0.15
H 3.1404 -2.8350 -1.0124 0.26
H -0.4708 0.2497 4.0839 0.45
H -4.3378 2.6027 -3.9152 0.47
H 3.7179 2.0492 -9.1548 0.39
H -0.3909 6.1584 1.6376 0.42
H -0.5361 2.6021 3.9936 0.32
H 1.1847 1.0204 5.2962 0.29
H 4.9218 -0.1025 -0.2846 0.43
H 2.2439 2.5514 -3.4922 0.56
H 2.1539 -3.1830 -2.4503 0.33
H 5.3754 0.5859 5.9679 0.42
H -4.5058 -4.6750 4.8352 0.41
H -3.1306 -1.1608 -1.8371 0.49
H 5.7511 0.3054 3.5409 0.46
H -4.7240 -4.3241 2.3995 0.46
H 3.4023 3.6700 -1.6351 0.50
H 2.9527 -2.2197 1.3866 0.02
H -4.7205 3.5627 1.2521 0.50
H -1.7553 -4.0755 -5.5849 0.46
H -3.3701 1.5450 0.7184 0.38
H -4.6584 -2.9303 -2.6551 0.46
H -2.0372 3.9204 -0.5503 0.53
H -1.1427 4.9528 3.6626 0.48
H -4.9820 4.2788 3.6024 0.43
H 0.4721 1.3875 -4.0109 0.66
H -2.5951 0.9829 4.8932 0.32
H -3.1497 -3.1186 6.1938 0.43
H 3.0893 0.9463 6.8322 0.45
H -0.2431 -2.3055 -4.7981 0.29
H 4.7368 2.3578 -0.0240 0.42
H -1.0127 -3.8253 1.6624 0.24
H 0.0651 -1.1998 3.2462 -0.88
H 3.7716 -1.2172 -2.1783 0.71
H -3.9209 2.9792 5.4178 0.44
H -3.8834 4.2877 -2.1674 0.45
H -0.9011 -3.7398 -2.0976 0.40
H -0.2162 0.1055 -4.9889 0.84
H -2.9432 0.5837 -4.0840 0.47
H -3.9607 -4.3920 -4.5206 0.40
H -0.5535 -4.7515 -0.7035 0.66
H 1.6151 0.7479 -9.0240 0.40
H 2.2760 -4.3629 -1.1330 0.56
H -0.6189 -4.3896 4.0091 0.48
H -0.6824 1.8769 -0.6819 -1.15
H 0.9746 4.9933 -0.0621 0.49
H -1.6818 -3.3935 -0.5445 -0.02
H 3.8267 0.3645 1.9780 0.24
H 1.5540 -3.8613 5.0752 0.43
H 3.3404 -2.7728 3.7438 0.44
H 0.9278 -0.2768 -6.9094 0.30
H -2.0005 -1.2320 5.1310 0.16
H 4.4323 1.3080 -5.0071 0.35
```

Computed properties:
ΔE to the lowest compared entry with this formula, charge and spin ... 0.00 kcal/mol
Frontier orbital gap ... 8.06 eV
E_tot ... -113414.2549 eV
E_LUMO ... -2.26 eV
Total charge ... +1

=====

# 3
The following is a DFT calculation (wB97M-V/def2-TZVPD) of a 6-piece molecular cluster, C58H59Cl2FN8O13 overall.

Structure (XYZ):
```
141
Properties=species:S:1:pos:R:3:mulliken_charge:R:1
Cl -1.7316 1.4192 -1.1621 -0.13
Cl -3.5338 1.0889 2.9416 -0.20
F 0.6223 -1.7464 1.3874 -0.56
O -2.9174 -6.8538 -3.6697 -0.61
O 1.5595 5.8088 -4.8877 -0.62
O -0.1564 5.8849 -6.2041 -0.61
O 7.7538 -2.8382 1.7238 -0.58
O -1.0078 -0.6362 2.4776 0.06
O 7.1360 -4.7975 1.0422 -0.51
O -6.8245 -5.7314 6.1502 -0.60
O -0.5388 -0.6930 4.5259 -0.42
O -5.2495 -5.5691 4.6755 -0.60
O -6.0731 9.2488 -1.3296 -0.58
O -0.8519 -6.3110 -4.0196 -0.69
O -4.4847 9.4041 -2.7915 -0.62
O 0.0802 2.5560 2.0832 -0.64
N 1.5939 0.9698 1.1382 -0.12
N 1.7943 0.7726 -4.0207 -0.64
N -0.5483 0.0362 3.5871 0.23
N 0.4500 6.2225 -5.1981 1.08
N 7.9615 -4.0241 1.5074 0.93
N -2.0550 -6.1740 -4.2039 1.14
N -6.0589 -5.0823 5.4520 1.02
N -5.3000 9.8949 -2.0189 0.95
C 0.6258 -4.5176 -2.0210 -0.95
C 1.5267 -0.0464 0.0107 1.18
C -1.9502 -3.3207 -6.6239 -0.57
C -6.9945 -3.0280 6.4567 -0.40
C -5.3460 11.3547 -1.9120 0.05
C -4.5265 13.5143 -2.5772 -0.52
C 4.6431 -3.6935 1.0074 -0.50
C 3.9622 -3.1409 4.9417 -0.61
C -0.5786 -1.7401 -0.6726 -0.34
C -3.1898 1.4008 1.1870 0.39
C -5.2708 -2.8452 4.7627 -0.51
C 4.5732 -4.0793 2.5715 -0.94
C -6.1118 -3.6220 5.5563 -0.09
C 2.4952 -2.7820 5.4990 -0.73
C 11.7820 -5.5693 2.4875 -0.41
C -6.1806 -0.8608 5.7842 -0.30
C 3.0194 -2.2504 -0.5080 0.95
C -0.1559 8.5048 -2.2936 -0.71
C 4.0555 -2.7613 3.3659 1.10
C -2.2946 -4.8422 1.6436 -0.34
C 0.1452 -0.7790 0.3878 0.77
C 9.2876 -4.5549 1.8325 0.06
C -0.1965 7.1828 -4.3009 -0.05
C -0.3471 -4.5131 -0.7578 1.09
C 1.7343 0.1501 -2.7392 -0.19
C -6.2331 11.9510 -1.0175 -0.41
C -2.0956 8.5431 -3.7312 -0.20
C -4.4942 12.1292 -2.6974 -0.07
C 9.5720 -5.8957 1.5821 -0.21
C 1.5762 0.8278 -1.3566 -0.06
C 11.4942 -4.2290 2.7281 -0.49
C -0.9337 -3.2067 -0.1063 0.14
C -4.2562 -3.8872 -6.1867 -0.43
C -5.3089 -1.4600 4.8798 0.05
C -5.4029 14.1154 -1.6783 -0.40
C -0.7812 0.2051 1.3247 0.76
C 1.6472 2.1896 -3.9888 -0.34
C -1.9735 0.9746 0.6169 -0.40
C 10.2446 -3.7149 2.3990 -0.21
C 0.4705 7.6091 -3.1539 -0.15
C -3.8494 -4.9057 -5.3315 -0.39
C 0.2868 1.4220 1.5876 0.01
C -1.7047 -6.1203 0.9946 -0.70
C -1.5341 -4.3352 -5.7682 -0.16
C 1.4772 3.1020 -2.7511 -0.41
C -6.2564 13.3366 -0.9021 -0.43
C -1.9170 -3.4347 1.1002 -0.36
C 3.1297 -3.5447 0.4540 0.15
C -0.7402 -5.9300 -0.1954 -0.64
C -1.4375 8.9665 -2.5805 -0.26
C -4.3018 2.1729 0.3378 -1.09
C -3.3084 -3.0953 -6.8285 -0.40
C 2.9150 -0.8592 0.2858 -0.94
C -2.4881 -5.1195 -5.1228 0.07
C -1.4759 7.6497 -4.5990 -0.61
C 1.4631 2.3990 -1.3588 -0.30
C 10.8254 -6.4005 1.9119 -0.55
C -7.0239 -1.6419 6.5692 -0.43
H 1.6732 -2.7849 4.7010 0.10
H 0.0886 -5.1407 -2.8382 0.28
H -4.0602 3.2683 0.1309 0.27
H -4.5977 -5.5154 -4.8374 0.44
H 1.6730 2.7273 -5.0086 0.36
H -3.0927 8.9076 -3.9498 0.57
H 11.0563 -7.4437 1.7239 0.36
H 2.5567 -1.7219 5.9395 0.22
H 3.8240 -4.9378 2.6659 0.30
H -1.5783 -1.3289 -1.0748 0.45
H -2.4303 -2.5502 1.6246 0.19
H -3.8656 14.1265 -3.1816 0.38
H -5.3136 -3.7079 -6.3511 0.37
H 1.4678 7.2545 -2.9173 0.47
H -0.3230 -6.8905 -0.6760 0.29
H 0.1117 -1.7851 -1.5975 -0.29
H 12.2442 -3.5853 3.1757 0.36
H 0.8221 -3.4971 -2.4860 -0.04
H 8.8343 -6.5545 1.1371 0.41
H 1.3766 4.2346 -2.8249 0.29
H -1.2159 -2.7022 -7.1290 0.39
H -6.9384 13.8107 -0.2042 0.37
H 4.7054 -2.4618 5.4919 0.23
H -3.8044 11.6730 -3.3993 0.42
H -4.6557 -0.8474 4.2680 0.09
H 1.8468 -0.9976 -2.7262 0.34
H 3.0806 -1.0311 1.4149 0.22
H 2.3535 1.6580 1.0812 0.49
H 5.6193 -4.3981 2.8930 0.36
H -4.5846 -3.2996 4.0563 0.61
H 1.3709 2.9738 -0.3689 0.22
H 2.1448 -3.4830 6.3349 0.33
H 0.3532 8.8408 -1.3963 0.38
H -6.2022 0.2209 5.8786 0.40
H -7.6564 -3.6254 7.0739 0.43
H 5.1189 -4.5509 0.4088 0.22
H 3.9533 -2.2540 -1.1881 0.62
H -7.7026 -1.1696 7.2717 0.37
H 1.5854 -5.1074 -1.7850 0.26
H -3.6299 -2.2974 -7.4912 0.38
H -3.0201 -4.9081 2.5372 0.18
H -1.9267 9.6598 -1.9026 0.35
H -0.4729 -4.4985 -5.6147 0.45
H -5.3111 2.0318 0.8836 0.33
H -5.4200 15.1967 -1.5813 0.37
H 2.3714 -3.5256 1.3193 -0.21
H -6.9031 11.3556 -0.4072 0.44
H 4.8350 -1.9422 3.1539 0.26
H 2.1288 -2.4350 -1.1957 -1.57
H -2.0168 -7.1515 1.3834 0.32
H 10.0328 -2.6689 2.5917 0.43
H 4.2544 -4.2400 5.1127 0.33
H 12.7569 -5.9686 2.7508 0.37
H -4.4302 1.6004 -0.6586 0.34
H 3.0073 -2.4320 3.0537 -0.90
H -1.9992 7.3273 -5.4923 0.43
H 5.2140 -2.7261 0.7932 0.24
H 2.8943 -4.5154 -0.1284 0.19
H 3.7710 -0.1825 -0.0953 0.47
```

Computed properties:
Frontier orbital gap ... 6.94 eV
E_tot ... -127375.8052 eV
E_LUMO ... -1.08 eV
Structure (SMILES) ... CCCCCCCC[C@]1(c2cccnc2)NC(=O)[C@@](ON=O)(/C(Cl)=C(/C)Cl)[C@@]1(F)Cc1ccccc1C.O=[N+]([O-])c1ccccc1.O=[N+]([O-])c1ccccc1.O=[N+]([O-])c1ccccc1.O=[N+]([O-])c1ccccc1.O=[N+]([O-])c1ccccc1
Total charge ... 0